Record 1
Molecular formula: C11H12O
Method: DFT, ωB97M-V/def2-TZVPD

Last column: Mulliken charge in e.
Geometry (Å):
1 O -1.87245 -2.84499 -0.45738  -0.47
2 C -1.83723 -1.64157 -0.52793  -0.01
3 C -1.24382 -0.71951 0.56687  0.41
4 C -2.00818 0.64278 0.67218  -1.05
5 C -1.53665 1.63719 -0.43451  -0.68
6 C -0.05266 1.93733 -0.18116  -0.91
7 C 0.84788 0.69033 -0.00727  0.68
8 C 2.24429 0.75484 -0.11837  -0.85
9 C 3.01494 -0.46698 -0.16175  -0.35
10 C 2.42429 -1.68689 0.06991  -0.55
11 C 1.05764 -1.74319 0.34043  -0.64
12 C 0.28178 -0.56642 0.31805  0.14
13 H -2.18139 -1.17437 -1.49087  0.27
14 H -1.51195 -1.22998 1.50772  0.37
15 H -1.71067 1.11538 1.63421  0.35
16 H -3.10867 0.46263 0.71877  0.38
17 H -2.16626 2.56916 -0.38677  0.33
18 H -1.49466 1.14168 -1.40489  0.31
19 H 0.02188 2.67417 0.60603  0.39
20 H 0.29775 2.51645 -1.04717  0.40
21 H 2.75051 1.64433 -0.46113  0.37
22 H 4.12685 -0.40683 -0.34631  0.30
23 H 3.03040 -2.61571 0.06885  0.33
24 H 0.62639 -2.68986 0.52249  0.49

Atoms 1-2, force components in eV/Å:
0.0 0.4 0.4
0.4 0.1 -0.4

Calculated values
- structure (SMILES) = O=C[C@@H]1CCCc2ccccc21
- F_max (eV/A) = 2.5
- energy relative to the best compared isomer or geometry (same formula, charge and spin) (kcal per mole) = 0.00
- LUMO energy (eV) = 0.9
- E_tot (a.u.) = -501.5779
- gap between HOMO and LUMO (eV) = 9.906

---

Record 2
Molecular formula: C4H9O3
Method: DFT, ωB97M-V/def2-TZVPD

Last column: Mulliken charge in e.
Geometry (Å):
1 C -1.84886 -0.62904 1.40866  -0.22
2 C -1.53273 0.67193 0.65775  -0.65
3 O -0.79596 -1.50673 1.75442  -0.54
4 H -2.37140 -0.37113 2.32657  0.29
5 H -2.54101 -1.17470 0.77461  0.22
6 H -2.11600 1.48453 1.08494  0.38
7 H -0.06138 -1.40612 1.14801  0.39
8 H -1.69102 0.64128 -0.42489  0.30
9 H -0.47420 0.94220 0.63718  -0.11
10 C 1.69803 1.28660 -0.22415  -1.00
11 C 1.13668 0.27394 -1.24302  0.69
12 O 1.15161 0.49106 -2.42010  -0.53
13 O 0.73466 -0.76212 -0.57621  -0.27
14 H 2.69278 1.56071 -0.56148  0.31
15 H 1.86282 0.91660 0.78613  0.40
16 H 1.06093 2.16036 -0.10214  0.35

Atoms 1-2, force components in eV/Å:
-0.4 0.1 -0.6
0.8 0.2 -0.4

Calculated values
- 2S+1 = 2
- F_max (eV/A) = 1.2
- energy relative to the best compared isomer or geometry (same formula, charge and spin) (kcal per mole) = 13.22
- LUMO energy (spin up / spin down) (eV) = 0.7 / -3.6
- E_tot (a.u.) = -383.4315
- gap between HOMO and LUMO (spin up / spin down) (eV) = 10.820 / 6.519
- expectation value of S² = 0.754

---

Record 3
Molecular formula: AsF6H82O41
Method: DFT, ωB97M-V/def2-TZVPD

Last column: Mulliken charge in e.
Geometry (Å):
1 As 0.08580 -0.52400 -0.11020  2.57
2 F -1.42931 -1.29587 -0.70912  -0.67
3 F -0.22603 0.94600 -1.14873  -0.21
4 F 1.57443 0.18972 0.49151  -0.27
5 F 0.26611 -1.89212 0.97037  -0.72
6 F 1.05770 -1.24713 -1.43379  -0.91
7 F -0.83660 0.17854 1.24160  -0.20
8 O -2.46025 -1.32650 -4.20904  -0.65
9 H -2.36301 -1.71591 -5.07803  0.28
10 H -2.09059 -0.44796 -4.29702  0.27
11 O -1.78533 -2.85821 4.48114  -0.64
12 H -2.41823 -3.01734 5.18139  0.28
13 H -2.00605 -1.98707 4.15156  0.43
14 O -2.91012 2.22509 -2.36554  -0.46
15 H -2.31050 1.71540 -2.91043  0.16
16 H -3.71543 2.27857 -2.88017  0.18
17 O 1.18406 0.70049 -3.57992  -0.69
18 H 0.76746 0.67776 -2.71844  0.28
19 H 2.09416 0.45542 -3.41294  0.19
20 O -0.00794 -7.12377 3.48072  -0.64
21 H 0.32923 -6.88356 4.34376  0.28
22 H -0.16361 -6.28713 3.04250  0.40
23 O 4.39561 2.88299 3.42134  -0.59
24 H 4.37224 2.19406 2.75722  0.47
25 H 5.32102 2.96174 3.65297  0.27
26 O 4.80611 -2.20505 -3.87064  -0.65
27 H 4.18010 -2.92320 -3.77785  0.33
28 H 5.64620 -2.63733 -4.02430  0.24
29 O -5.01060 -2.27211 -3.50864  -0.61
30 H -4.15157 -1.88220 -3.67075  0.38
31 H -5.12241 -2.90854 -4.21482  0.30
32 O 1.04155 -5.13007 -5.26323  -0.64
33 H 0.20040 -5.56231 -5.11537  0.30
34 H 1.20609 -4.64268 -4.45601  0.37
35 O -4.86812 -5.68485 -0.09414  -0.65
36 H -4.01647 -5.28007 0.07037  0.32
37 H -4.73148 -6.22293 -0.87391  0.30
38 O -1.95870 -0.26895 3.45140  -0.79
39 H -2.85838 -0.18409 3.13579  0.24
40 H -1.41688 -0.03859 2.69668  0.59
41 O -1.95149 -3.77358 0.02446  -0.66
42 H -2.02236 -2.82663 -0.09593  0.31
43 H -1.22065 -3.88415 0.63264  0.26
44 O -1.36183 1.05729 -4.63779  -0.53
45 H -1.75913 1.81174 -5.07275  0.28
46 H -0.41935 1.21066 -4.70451  0.20
47 O 2.76307 1.30478 5.86693  -0.62
48 H 2.54729 1.29717 4.93440  0.17
49 H 2.29853 0.54924 6.22692  0.32
50 O -6.38343 -1.44516 -1.40407  -0.62
51 H -5.82752 -1.89800 -2.03822  0.39
52 H -7.14664 -2.01421 -1.30452  0.29
53 O 2.16161 2.94634 -0.12311  -0.42
54 H 2.78921 3.64367 0.06686  0.20
55 H 2.44838 2.21121 0.41872  0.04
56 O -4.02844 2.68863 3.13101  -0.66
57 H -3.33906 2.49710 2.49517  0.17
58 H -4.81436 2.28619 2.76143  0.37
59 O 0.08512 6.20769 -0.88413  -0.71
60 H -0.01127 5.30020 -1.17292  0.46
61 H -0.04513 6.17308 0.06354  0.53
62 O -1.88187 4.72094 -4.20165  -0.64
63 H -2.04262 4.68146 -3.25887  0.32
64 H -0.97437 5.01557 -4.27824  0.32
65 O -0.17940 0.39570 5.26769  -0.73
66 H -0.82518 0.13913 4.60938  0.56
67 H 0.49639 0.85924 4.77305  0.25
68 O 3.76143 2.14650 -2.53517  -0.62
69 H 3.15956 2.41916 -1.84261  0.35
70 H 4.56091 2.64585 -2.36867  0.19
71 O 2.55005 -1.05225 2.62358  -0.34
72 H 1.75140 -0.62275 2.31711  0.05
73 H 2.35884 -1.98800 2.56000  0.21
74 O -0.42505 -4.48587 2.68453  -0.70
75 H 0.49410 -4.21875 2.67745  0.43
76 H -0.88544 -3.75094 3.08967  0.39
77 O -0.38602 3.70247 -1.58308  -0.71
78 H -0.80235 2.93405 -1.97350  -0.11
79 H 0.53582 3.45898 -1.49845  0.21
80 O 6.61839 0.76488 -1.36377  -0.59
81 H 6.03156 1.31822 -0.84833  0.30
82 H 6.53849 1.09770 -2.25769  0.31
83 O 3.60631 -4.36737 -2.58425  -0.65
84 H 2.67161 -4.18876 -2.48103  0.46
85 H 3.92300 -4.51152 -1.69253  0.29
86 O 1.14448 -3.48230 -2.77558  -0.52
87 H 1.08313 -2.66666 -2.27839  0.30
88 H 0.24509 -3.80751 -2.81508  0.46
89 O 4.56051 1.27479 1.26829  -0.77
90 H 5.32903 1.05203 1.79364  0.30
91 H 4.04020 0.47153 1.25158  0.23
92 O -1.57720 -3.82115 -2.78194  -0.69
93 H -2.01389 -3.03895 -3.11913  0.33
94 H -1.88375 -3.89642 -1.87828  0.36
95 O -3.68631 4.85411 0.75199  -0.66
96 H -3.80117 4.87187 1.70211  0.31
97 H -3.56619 3.92797 0.54206  0.52
98 O -0.72189 3.11670 1.65121  0.94
99 H -1.52973 2.73339 1.30959  -0.40
100 H -0.17920 3.26281 0.87638  0.08
101 O 1.41351 2.17040 3.17717  -0.08
102 H 1.85663 2.98190 3.42484  0.27
103 H 0.69504 2.45242 2.61104  -0.20
104 O 5.35174 0.41632 -3.68473  -0.70
105 H 5.21153 -0.52741 -3.60760  0.53
106 H 4.65224 0.80649 -3.16061  0.39
107 O -0.55218 4.29541 4.31700  -0.63
108 H -0.77284 3.89926 5.15997  0.28
109 H -0.64120 3.58146 3.68567  0.10
110 O 1.90116 2.52770 -5.42129  -0.64
111 H 2.29630 2.00176 -6.11662  0.32
112 H 1.54865 1.88535 -4.80537  0.37
113 O 4.78877 -0.89570 4.38537  -0.62
114 H 3.97780 -0.69863 3.91662  0.36
115 H 5.44103 -1.01797 3.69556  0.28
116 O -4.63261 -0.67987 2.66335  -0.65
117 H -4.39356 -0.53653 1.74763  0.31
118 H -4.75751 -1.62629 2.73345  0.29
119 O -0.33971 5.97637 1.78012  -0.74
120 H -0.62097 5.06144 1.77654  0.23
121 H -0.57721 6.29705 2.65017  0.33
122 O 2.12244 -4.21290 3.51698  -0.56
123 H 3.07247 -4.21933 3.40021  0.26
124 H 1.93442 -5.01829 3.99887  0.22
125 O -3.91966 -0.31234 -0.08033  -0.29
126 H -3.14822 -0.38066 -0.64288  0.08
127 H -4.65141 -0.56044 -0.64532  0.06
128 O -3.23662 2.30473 0.32227  -0.63
129 H -3.40253 1.37288 0.46493  0.25
130 H -3.14906 2.39032 -0.62707  0.26

Atoms 1-2, force components in eV/Å:
-0.1 0.0 0.1
1.4 1.3 -0.1

Calculated values
- F_max (eV/A) = 2.2
- energy relative to the best compared isomer or geometry (same formula, charge and spin) (kcal per mole) = 0.00
- LUMO energy (eV) = 0.7
- E_tot (a.u.) = -5969.3608
- gap between HOMO and LUMO (eV) = 8.826
- charge = -1

---

Record 4
Molecular formula: C4H8NO3
Method: DFT, ωB97M-V/def2-TZVPD

Last column: Mulliken charge in e.
Geometry (Å):
1 C -0.59473 1.63764 -2.78622  -0.98
2 C -0.03976 0.82331 -1.59620  0.66
3 O 0.66402 -0.15472 -1.83990  -0.70
4 O -0.40706 1.27357 -0.45789  -0.86
5 H 0.15249 2.20247 -3.34275  0.23
6 H -1.47706 2.22849 -2.55881  0.30
7 H -0.93188 0.89867 -3.52976  0.27
8 C 0.12871 -1.98114 1.41063  -0.91
9 C 0.55874 -0.94689 2.44047  0.62
10 O 1.01912 -1.18553 3.54692  -0.71
11 N 0.36656 0.28728 1.94184  -0.23
12 H 0.58294 1.13733 2.41084  0.18
13 H -0.07002 0.47007 1.00463  0.30
14 H 0.20874 -3.00617 1.76727  0.30
15 H 0.72739 -1.91583 0.50017  0.25
16 H -0.88820 -1.76854 1.08875  0.27

Atoms 1-2, force components in eV/Å:
-0.4 -1.1 -1.0
-0.7 1.3 0.7

Calculated values
- F_max (eV/A) = 1.7
- energy relative to the best compared isomer or geometry (same formula, charge and spin) (kcal per mole) = 4.94
- LUMO energy (eV) = 4.0
- E_tot (a.u.) = -437.7976
- gap between HOMO and LUMO (eV) = 8.868
- charge = -1

---

Record 5
Molecular formula: C2H3NO3S
Method: DFT, ωB97M-V/def2-TZVPD

Last column: Mulliken charge in e.
Geometry (Å):
1 C -0.02127 0.65127 0.04502  0.21
2 C 0.94274 -0.50471 0.13930  0.70
3 H -2.01891 -1.64666 0.23281  0.42
4 H -1.91189 1.07309 0.04449  0.30
5 H 2.48439 1.06086 -0.54573  0.17
6 N -1.30220 0.18183 0.09179  -0.07
7 O -1.64292 -0.81844 -0.81303  -0.45
8 O 0.26489 1.84954 0.33571  -0.57
9 O 0.56864 -1.62374 0.79232  -0.53
10 S 2.63652 -0.22303 -0.32267  -0.16

Atoms 1-2, force components in eV/Å:
0.1 2.3 2.3
0.2 -5.6 3.5

Calculated values
- F_max (eV/A) = 7.7
- energy relative to the best compared isomer or geometry (same formula, charge and spin) (kcal per mole) = 107.77
- LUMO energy (eV) = -0.9
- E_tot (a.u.) = -756.5044
- gap between HOMO and LUMO (eV) = 9.288